Formula: C2H16N2O4
Source: the Open Molecules 2025 dataset
Level of theory: ωB97M-V/def2-TZVPD

The value obtained for the relative energy (zero: lowest compared OMol25 entry of this formula, charge and spin) is 43.1 kcal per mole. Its SMILES is CNCN.O.O.O.O. The HOMO energy comes out at -0.3394 Ha. Its LUMO energy is 0.27 eV.

Structure (XYZ):
```
24
Properties=species:S:1:pos:R:3:mulliken_charge:R:1
C 0.0315 2.7378 0.2858 -0.94
N -0.6806 1.4834 0.4383 -0.14
C -0.9094 0.9416 1.7673 -0.62
N 0.0333 -0.0651 2.2150 -0.55
H -0.0643 3.4213 1.1350 0.30
H 1.0826 2.5403 0.0698 0.25
H -0.3988 3.2255 -0.5676 0.33
H -1.4610 1.4403 -0.1746 0.28
H -1.8958 0.4790 1.7825 0.25
H -0.8519 1.7580 2.4837 0.35
H 0.0814 -0.8326 1.5591 0.22
H 0.9608 0.3281 2.3168 0.25
H -1.0710 -0.6283 -0.9906 0.32
H -0.2054 -1.8392 -0.6597 0.30
O -0.8888 -1.5383 -1.2633 -0.64
H -3.0750 -1.4755 1.0731 0.32
H -2.9808 -2.4226 -0.1182 0.35
O -3.5928 -2.0934 0.5510 -0.64
H 2.1922 -0.5278 -3.4891 0.31
H 1.3185 -1.7267 -4.0329 0.30
O 1.3015 -0.8565 -3.6306 -0.61
H 2.8986 -1.3095 -0.2795 0.31
H 4.3710 -1.6742 0.1186 0.31
O 3.8042 -1.3655 -0.5901 -0.62
```



Formula: C2H16N2O4
Source: the Open Molecules 2025 dataset
Level of theory: ωB97M-V/def2-TZVPD

The value obtained for the relative energy (zero: lowest compared OMol25 entry of this formula, charge and spin) is 20.7 kcal per mole. Its SMILES is NCCN.O.O.O.O. The HOMO energy comes out at -0.3352 Ha. Its LUMO energy is 0.66 eV.

Structure (XYZ):
```
24
Properties=species:S:1:pos:R:3:mulliken_charge:R:1
N 0.5235 1.4349 -0.3972 -0.52
C 0.1063 0.8365 -1.6750 -0.38
C 1.1018 -0.2507 -2.0961 -0.63
N 0.8910 -1.5315 -1.4034 -0.49
H 0.0172 0.9697 0.3490 0.16
H 0.2978 2.4200 -0.3541 0.23
H 0.0537 1.5798 -2.4712 0.43
H -0.8875 0.4152 -1.6246 0.20
H 1.1385 -0.4318 -3.1727 0.39
H 2.1032 0.1121 -1.8565 0.24
H 0.1542 -1.4898 -0.7096 0.22
H 0.6253 -2.2504 -2.0577 0.24
H -2.6511 0.9868 0.6082 0.33
H -3.4277 0.4240 -0.5000 0.30
O -3.0414 1.2664 -0.2319 -0.64
H -2.9076 -1.0428 2.1827 0.29
H -1.3699 -0.7346 1.8942 0.37
O -2.2279 -0.9649 1.5135 -0.66
H 1.4027 -0.7880 1.6364 0.38
H 0.6137 -2.0729 1.7692 0.31
O 0.5109 -1.1221 1.8849 -0.68
H 2.6912 1.2246 1.6847 0.33
H 2.3456 0.5243 0.4060 0.33
O 2.7470 0.3545 1.2735 -0.77
```



Formula: C2H16O5
Source: the Open Molecules 2025 dataset
Level of theory: ωB97M-V/def2-TZVPD

The value obtained for the relative energy (zero: lowest compared OMol25 entry of this formula, charge and spin) is 18.2 kcal per mole. Its SMILES is CC.O.O.O.O.O. The HOMO energy comes out at -0.3747 Ha. Its LUMO energy is 0.33 eV.

Structure (XYZ):
```
23
Properties=species:S:1:pos:R:3:mulliken_charge:R:1
C 1.1533 -0.5100 1.6842 -0.80
C 0.7587 0.7860 0.9035 -0.33
H 1.2123 -0.3906 2.7578 0.28
H 0.4477 -1.3819 1.5382 0.21
H 2.1818 -0.8991 1.2546 0.21
H 0.1167 1.3275 1.5906 0.22
H 0.2892 0.5609 -0.0684 0.03
H 1.6751 1.4779 0.6973 0.20
H 4.0159 1.4483 -0.9435 0.28
H 4.0565 0.0053 -0.6168 0.31
O 3.4015 0.7186 -0.8427 -0.60
H -1.7716 1.6476 2.7966 0.32
H -2.1460 0.3711 2.1248 0.38
O -1.5820 0.6445 2.8951 -0.65
H 1.3857 -1.4536 -2.7551 0.31
H 1.7929 -0.1222 -2.1064 0.31
O 1.0462 -0.5382 -2.6145 -0.60
H -2.7014 -0.1168 -0.4309 0.35
H -3.6389 -0.6117 0.6931 0.30
O -3.0479 0.1092 0.4645 -0.68
H -1.5218 -1.8837 -1.7691 0.29
H -1.2417 -0.8935 -2.8520 0.27
O -1.7708 -1.0268 -2.0820 -0.62
```



Formula: C2H16O5S
Source: the Open Molecules 2025 dataset
Level of theory: ωB97M-V/def2-TZVPD

The value obtained for the relative energy (zero: lowest compared OMol25 entry of this formula, charge and spin) is 12.3 kcal per mole. Its SMILES is CCS.O.O.O.O.O. The HOMO energy comes out at -0.3170 Ha. Its LUMO energy is 0.21 eV.

Structure (XYZ):
```
24
Properties=species:S:1:pos:R:3:mulliken_charge:R:1
C -0.2884 1.6388 -1.6983 -0.87
C -0.2486 0.1455 -1.9989 -0.30
S -1.8395 -0.4492 -2.6805 -0.22
H -1.1010 1.8999 -1.0255 0.15
H -0.5800 2.2363 -2.5709 0.37
H 0.7146 1.9331 -1.3920 0.27
H 0.5357 -0.0811 -2.7173 0.32
H -0.0923 -0.3962 -1.0682 0.15
H -2.4669 -0.4168 -1.4937 0.13
H 2.6569 -2.0144 -0.9679 0.30
H 2.4769 -2.3851 0.5345 0.31
O 2.7352 -1.6781 -0.0649 -0.62
H 0.0609 2.7108 2.1358 0.27
H 0.7527 1.4278 1.5372 0.40
O 0.0386 2.0825 1.4066 -0.60
H -0.6163 -3.9915 1.2282 0.30
H -1.1542 -2.6626 1.7428 0.32
O -0.3291 -3.1572 1.6209 -0.61
H 1.6179 -0.5363 2.1439 0.30
H 2.7133 0.1077 1.2454 0.33
O 2.0840 0.2844 1.9604 -0.68
H -1.8624 0.7989 0.7992 0.29
H -2.9837 1.7296 0.6605 0.32
O -2.8243 0.7733 0.6627 -0.63
```



Formula: C2H16O9V
Source: the Open Molecules 2025 dataset
Level of theory: ωB97M-V/def2-TZVPD

As for the total charge: -1. The value obtained for the relative energy (zero: lowest compared OMol25 entry of this formula, charge and spin) is 227.3 kcal per mole. The HOMO energy comes out at -0.1068 Ha. Its LUMO energy is 2.48 eV.

Structure (XYZ):
```
28
Properties=species:S:1:pos:R:3:mulliken_charge:R:1
O -1.2209 0.1443 -1.1608 -0.88
V 0.0450 0.0971 -0.1978 0.96
O -0.3996 0.2100 1.3085 -0.38
C 0.1026 -2.3717 -0.5836 0.47
O 0.8961 -1.4116 0.0600 -0.59
H -0.7466 -1.8144 -0.9790 0.04
H 0.6633 -2.6840 -1.4646 0.37
H -0.3439 -3.2253 -0.0735 0.35
C 2.3209 1.3030 1.1942 -0.92
O 1.6367 0.0952 0.9617 -0.69
H 2.6539 1.8408 0.3065 0.36
H 1.7229 2.0076 1.7722 0.28
H 3.2659 1.1630 1.7191 0.26
O -3.0906 0.7512 -0.1700 -0.62
H -3.1363 1.1594 -1.0346 0.27
H -2.9094 -0.1714 -0.3495 0.41
O -2.7559 -1.5288 -1.4654 -0.78
H -1.8180 -1.5569 -1.2765 -0.73
H -2.9507 -2.3871 -1.8417 0.25
O 0.0518 1.7875 -0.2670 -0.26
H 0.9693 1.9896 -0.4502 0.15
H -0.4197 2.5906 -0.4884 0.31
O 0.6388 0.3625 3.3099 -0.69
H 0.8733 0.6889 2.4411 0.40
H -0.1238 0.8825 3.5638 0.23
O 0.9923 0.1356 -1.5302 -0.31
H 1.7210 0.6890 -1.8114 0.33
H 1.3615 -0.7467 -1.4927 0.41
```



Formula: C2H17N2O4
Source: the Open Molecules 2025 dataset
Level of theory: ωB97M-V/def2-TZVPD

As for the total charge: +1. The value obtained for the relative energy (zero: lowest compared OMol25 entry of this formula, charge and spin) is 27.9 kcal per mole. The HOMO energy comes out at -0.5005 Ha. Its LUMO energy is -2.89 eV.

Structure (XYZ):
```
25
Properties=species:S:1:pos:R:3:mulliken_charge:R:1
N -0.0855 -0.4723 0.7371 -0.17
C -1.1277 -1.3163 0.0414 -0.61
C -1.4892 -0.6577 -1.3290 -0.31
N -2.6505 -1.3929 -1.9129 -0.62
H 0.5607 -0.9672 1.4115 0.39
H 0.5481 -0.2070 -0.0108 0.23
H -0.4497 0.3933 1.1566 0.37
H -0.9651 -2.3995 0.0058 0.33
H -2.0032 -1.4164 0.7201 0.37
H -1.7522 0.3689 -1.1663 0.41
H -0.5439 -0.6094 -1.9106 0.10
H -3.4028 -0.7431 -2.0595 0.27
H -2.3104 -1.7092 -2.8115 0.28
H -0.0713 0.9003 3.9480 0.30
H -0.7046 1.7927 2.7899 0.30
O -0.1816 1.0117 3.0009 -0.64
H 0.5673 2.1779 -0.7280 0.31
H 1.4423 3.3650 -0.4674 0.32
O 0.6697 2.9115 -0.1108 -0.62
H 2.5053 -1.2157 2.5712 0.33
H 2.7401 -2.0953 1.3376 0.34
O 2.3465 -1.2571 1.6129 -0.70
H 2.0977 0.8072 -3.2021 0.30
H 0.7731 0.2431 -2.4224 0.32
O 1.6550 0.5766 -2.3798 -0.63
```



Formula: C2H17NO5
Source: the Open Molecules 2025 dataset
Level of theory: ωB97M-V/def2-TZVPD

The value obtained for the relative energy (zero: lowest compared OMol25 entry of this formula, charge and spin) is 45.7 kcal per mole. Its SMILES is CNC.O.O.O.O.O. The HOMO energy comes out at -0.3569 Ha. Its LUMO energy is 0.09 eV.

Structure (XYZ):
```
25
Properties=species:S:1:pos:R:3:mulliken_charge:R:1
C 0.8571 2.4896 -0.0683 -0.99
N 0.9314 1.0770 -0.4359 -0.26
C 2.0825 0.4458 0.2159 -0.92
H 0.9408 2.5546 0.9990 0.35
H 1.6440 3.1096 -0.5140 0.36
H -0.0238 2.9617 -0.5292 0.31
H 0.8102 0.8260 -1.4021 0.10
H 2.9366 0.2262 -0.4503 0.31
H 1.7563 -0.6090 0.3628 0.25
H 2.3772 0.8196 1.1865 0.37
H -1.7307 -0.2591 1.2108 0.29
H -0.5360 0.3566 0.4301 0.41
O -1.3102 -0.2557 0.3454 -0.69
H -2.8603 -0.3774 -2.3726 0.32
H -2.4423 -0.0367 -0.8932 0.45
O -3.0474 0.2107 -1.6240 -0.67
H 0.2601 -0.8224 -3.2236 0.31
H -0.3164 -1.2650 -1.9330 0.30
O -0.4145 -1.4227 -2.8813 -0.62
H 0.8497 -1.0868 2.1328 0.31
H 0.1470 -0.4765 3.4621 0.26
O 0.0377 -0.7747 2.5675 -0.57
H -0.8635 -2.7654 1.8808 0.32
H -1.0679 -1.9993 0.5978 0.41
O -1.0176 -2.9270 0.9358 -0.70
```



Formula: C2H17NO5
Source: the Open Molecules 2025 dataset
Level of theory: ωB97M-V/def2-TZVPD

As for the total charge: +1. The value obtained for the relative energy (zero: lowest compared OMol25 entry of this formula, charge and spin) is 76.8 kcal per mole. The HOMO energy (spin up / spin down) comes out at -0.5143 / -0.5132 Ha. Its LUMO energy (spin up / spin down) is -3.65 / -7.95 eV. As for the spin multiplicity: 2. Its expectation value of S² is 0.754.

Structure (XYZ):
```
25
Properties=species:S:1:pos:R:3:mulliken_charge:R:1
C 2.4061 0.6186 -1.0348 -1.13
C 1.4196 -0.5405 -0.9223 -0.05
N 0.8876 -0.7101 0.4543 -0.38
H 2.6527 0.6978 -2.0944 0.36
H 3.2868 0.5540 -0.3718 0.35
H 1.9114 1.5263 -0.6643 0.31
H 1.7256 -1.5472 -1.2745 0.42
H 0.4810 -0.3219 -1.4525 0.19
H 1.5988 -1.0530 1.1105 0.28
H 0.0393 -1.2992 0.3877 0.20
H -1.3264 1.3352 1.5591 0.46
H 0.0753 0.7985 1.0765 0.47
O -0.4013 1.5956 1.3367 -0.84
H -1.1729 2.4780 -1.6070 0.34
H -1.0986 1.7186 -0.3637 0.33
O -1.4348 1.6106 -1.2733 -0.72
H -1.4995 -0.0976 -1.3937 0.30
H -2.0809 -0.9951 -2.3864 0.38
O -1.5901 -1.0558 -1.5586 -0.72
H -0.4651 0.6056 3.0230 0.37
H -1.3693 -0.5114 2.3482 0.44
O -1.3639 0.3533 2.8026 -0.76
H -0.5739 -2.4926 1.1937 0.44
H -1.2928 -1.6821 0.1285 0.52
O -0.8147 -1.5856 0.9766 -0.57
```



Formula: C2H19O10
Source: the Open Molecules 2025 dataset
Level of theory: ωB97M-V/def2-TZVPD

As for the total charge: -1. The value obtained for the relative energy (zero: lowest compared OMol25 entry of this formula, charge and spin) is 7.1 kcal per mole. The HOMO energy comes out at -0.2434 Ha. Its LUMO energy is 2.91 eV.

Structure (XYZ):
```
31
Properties=species:S:1:pos:R:3:mulliken_charge:R:1
C -0.5135 0.0576 -1.3014 -0.93
C 0.3661 0.3232 -0.0875 0.77
O 1.4971 0.7585 -0.3250 -0.99
O -0.0881 0.0519 1.0612 -0.54
H -1.4734 0.5415 -1.1213 0.19
H -0.7398 -1.0021 -1.4196 0.31
H -0.1569 0.6075 -2.1723 0.29
O 2.9793 0.6212 2.1012 -0.65
H 2.5174 0.6736 1.2644 0.37
H 2.8188 1.4681 2.5174 0.30
O -4.7123 0.9187 -1.2717 -0.65
H -5.2090 1.6850 -0.9848 0.29
H -3.9269 0.9231 -0.7245 0.35
O 2.8184 -1.4526 -1.5431 -0.72
H 3.5469 -0.9179 -1.8588 0.27
H 2.1937 -0.8208 -1.1870 0.38
O 0.5247 -2.6830 1.8573 -0.69
H 0.3314 -1.8834 1.3679 0.25
H 1.0228 -3.2246 1.2451 0.31
O -0.8410 -1.8475 -4.0910 -0.64
H -1.2327 -1.1254 -4.5822 0.31
H 0.0950 -1.6479 -4.0763 0.32
O -0.3324 0.5898 3.8305 -0.66
H -0.1198 0.5134 2.9003 0.42
H -0.3485 -0.3131 4.1479 0.28
O 1.8321 3.5480 0.4592 -0.66
H 1.5938 2.7163 0.0497 0.36
H 2.7806 3.4945 0.5768 0.29
O -2.7181 -0.6244 1.1665 -0.63
H -2.7042 -1.5264 0.8464 0.29
H -1.8015 -0.4225 1.3547 0.41
```



Formula: C2H19O8Pt
Source: the Open Molecules 2025 dataset
Level of theory: ωB97M-V/def2-TZVPD

As for the total charge: +1. The HOMO energy (spin up / spin down) comes out at -0.5033 / -0.5032 Ha. Its LUMO energy (spin up / spin down) is -3.26 / -6.45 eV. As for the spin multiplicity: 3. Its expectation value of S² is 2.008.

Structure (XYZ):
```
30
Properties=species:S:1:pos:R:3:mulliken_charge:R:1
Pt 7.3584 8.9163 7.7291 0.69
C 10.2382 7.2529 7.7312 -1.26
C 9.9845 8.0872 6.5477 -0.03
O 8.9123 8.8548 6.6752 -0.39
H 10.3734 7.7915 8.6538 0.34
H 11.1673 6.7170 7.4891 0.38
H 9.4214 6.5905 7.8721 0.36
H 9.9734 7.5224 5.5894 0.27
H 10.9064 8.8685 6.4007 0.26
O 8.7425 11.3491 8.1752 -0.64
H 8.3947 11.4109 7.2516 0.37
H 9.5636 10.7892 8.0652 0.32
O 4.9511 12.3753 4.8194 -0.63
H 4.5933 12.3897 5.7177 0.30
H 4.2564 12.8330 4.2938 0.33
O 10.9636 3.8099 10.3507 -0.63
H 10.6023 4.6631 10.1548 0.29
H 10.1866 3.2657 10.6622 0.33
O 3.9532 5.7018 8.6104 -0.63
H 4.8385 5.4817 8.8627 0.31
H 3.3959 4.9565 8.9347 0.33
O 5.5182 9.2408 8.5284 -0.51
H 4.9548 8.4930 8.6792 0.41
H 5.2768 10.1302 8.9493 0.43
O 7.5683 4.3398 4.9409 -0.62
H 7.7830 5.0059 4.2958 0.31
H 8.3870 3.9053 5.0718 0.32
O 5.2679 11.8054 9.8536 -0.67
H 4.6184 12.4991 9.8180 0.32
H 6.1588 12.1842 9.8854 0.33
```



Summary of max |F| in eV Å⁻¹
0.73; 0.89; 3.20; 0.99; 19.10; 2.18; 3.37; 10.66; 1.72; 4.32
(order as listed above)